84
Properties=species:S:1:pos:R:3:forces:R:3:lowdin_charge:R:1 method="wB97M-V/def2-TZVPD" mol_weight_g_mol=735.60 homo_energy_ha=-0.5681 total_energy_ev=-146728.8675 total_charge=+3 e_lumo_ev=-7.85 relative_energy_kcal_mol=0.0
C -3.869966 5.788913 -0.813103 0.0 0.0 0.1 0.018
H 1.324309 -5.281460 -5.024134 0.0 0.0 0.1 0.167
H 3.676805 3.874714 4.762128 0.0 0.0 0.0 0.129
C -2.969992 -1.276364 4.584738 0.0 0.0 0.0 -0.040
C -3.559541 4.519059 -0.339549 0.0 0.0 -0.1 -0.147
C 1.791035 2.452881 2.314963 -0.1 0.0 -0.1 -0.187
H 1.983775 -2.365661 -4.958833 -0.1 0.0 0.1 0.109
C -4.056897 6.765248 0.144700 0.0 0.0 0.0 -0.040
C -3.939250 6.489104 1.516695 0.0 0.0 0.0 -0.043
H 2.753888 -0.811292 0.180294 0.0 0.0 0.0 0.101
H -1.086797 -2.370934 -1.188702 0.0 0.0 0.0 0.114
H 1.980036 -0.041626 4.606840 0.0 0.0 0.0 0.120
H -3.548923 5.019371 3.041442 0.0 0.0 0.0 0.123
H 0.921959 -2.157988 -6.625897 0.0 0.0 0.0 0.120
C -3.405573 3.182518 -2.467647 0.0 0.0 0.1 0.014
C -2.426247 -2.202003 3.702949 0.0 0.0 0.0 -0.047
C 2.966920 -3.526599 2.923526 0.0 0.0 0.0 -0.038
H -3.972966 6.005751 -1.867110 0.0 0.0 0.0 0.124
H -4.308996 7.769723 -0.165594 0.0 0.0 0.0 0.122
C -1.216494 0.279040 4.039720 0.0 0.0 0.0 -0.085
C 2.552302 3.401488 2.999957 0.0 0.0 0.1 -0.003
H 1.859098 -3.491068 -1.293435 0.0 0.0 0.0 0.112
C 1.898012 -1.565293 2.024829 0.0 -0.1 0.1 -0.375
N -3.134002 2.890565 1.101872 0.0 0.0 -0.1 0.141
Se -2.855590 0.516495 -0.452142 -0.1 -0.1 -0.1 0.734
C 2.872670 1.887640 4.825132 0.0 0.0 0.0 -0.012
H -0.858905 -2.632985 2.318666 0.0 0.0 0.0 0.105
H -3.858068 -1.524849 5.149816 0.0 0.0 0.0 0.122
O -0.015432 2.962415 -0.872462 -0.1 0.1 0.1 -0.036
C -1.282364 -1.890148 2.986816 0.0 0.0 0.0 -0.105
H 3.170973 -3.606360 -5.322953 0.0 0.1 0.0 0.143
C -3.439136 4.247528 1.016665 0.0 0.0 0.1 -0.163
C 1.578438 1.185366 2.897457 0.1 0.0 0.1 -0.285
H -3.071089 2.330024 1.937467 0.0 0.0 0.0 0.158
H -4.106612 7.287390 2.226386 0.0 0.0 0.0 0.122
H -3.240756 2.142516 -2.730078 0.0 0.0 0.0 0.060
C 3.848027 -3.538828 1.849628 0.0 0.0 0.0 -0.039
H 4.611911 -4.302413 1.788773 0.0 0.0 0.0 0.122
N 0.385130 2.354223 0.314495 0.1 -0.3 0.1 -0.113
H 3.042720 -4.281022 3.694849 0.0 0.0 0.0 0.123
H 1.314164 -2.535846 3.858706 0.0 0.0 0.0 0.114
H -1.147026 -4.882698 -7.379497 0.0 0.0 0.0 0.138
P 0.719378 -0.199316 2.091910 0.1 0.0 -0.2 1.049
C 0.643083 -2.051815 -2.296625 0.1 0.0 0.0 -0.242
C 1.406086 -3.385652 -2.285892 0.0 0.1 0.1 -0.128
C 1.995943 -2.540580 3.016770 0.0 0.0 0.0 -0.074
C 2.782607 -1.586130 0.943585 0.1 0.0 0.0 -0.112
C 0.305902 -4.053654 -6.205505 0.1 0.0 -0.1 -0.422
H -0.430715 -5.959415 -6.258535 0.0 0.0 0.0 0.137
C -2.364234 -0.039073 4.753445 0.0 0.0 0.0 -0.052
C 2.126339 0.929177 4.147885 0.0 0.0 0.0 -0.055
H -2.890803 -3.171585 3.584217 0.0 0.0 0.0 0.120
O 2.555778 -0.745559 -2.991007 0.0 0.0 -0.1 0.139
N -3.336885 3.317009 -1.018726 0.0 0.0 0.0 -0.052
C 2.255811 -3.402018 -4.764096 0.1 -0.1 -0.2 -0.141
C 3.089916 3.125834 4.248647 0.0 0.0 0.0 -0.016
O 0.926145 0.271998 -1.851754 0.4 -0.1 -0.1 -0.151
N 1.206895 -4.306787 -5.260934 -0.1 0.0 0.0 0.102
H -0.436129 -2.688217 -7.517572 0.0 0.0 0.0 0.138
C -3.627037 5.227834 1.983542 0.0 0.0 -0.1 0.011
N 0.188576 -2.836055 -6.741639 0.0 0.0 0.0 0.221
H 0.664604 -4.187044 -2.352421 0.0 0.0 -0.1 0.124
H 0.275595 -2.453086 -0.313907 0.0 0.0 0.0 0.089
H 0.633425 3.639786 -1.129030 0.0 -0.1 -0.1 0.132
H -2.640852 3.806564 -2.926325 0.0 0.0 0.0 0.109
H 2.905299 -4.636403 -3.141304 -0.1 0.0 0.0 0.129
H -4.391071 3.495256 -2.806621 0.0 0.0 0.0 0.115
N -0.533116 -5.015497 -6.592810 0.0 0.0 0.0 0.216
H 4.462753 -2.560811 0.037606 0.0 0.0 0.0 0.119
H -0.741843 1.240033 4.196276 0.0 0.0 0.0 0.107
N -0.183616 -1.923331 -1.056729 0.0 0.0 0.2 0.023
H 2.722334 4.373078 2.553046 0.0 0.0 0.0 0.126
C -3.091244 2.357810 -0.129042 0.0 -0.1 0.1 -0.678
H 3.290115 1.653729 5.795116 0.0 0.0 0.0 0.129
C 1.261231 2.934463 1.035767 0.0 0.0 0.2 -0.025
H 1.638283 3.904285 0.706576 0.0 0.0 0.0 0.153
C 2.541461 -3.614417 -3.285964 0.1 -0.1 0.0 -0.167
H -0.053564 -2.007129 -3.139591 0.0 0.0 0.0 0.162
H 3.380811 -2.966568 -3.047679 0.0 0.0 0.0 0.115
C 1.502171 -0.780950 -2.421891 -0.1 0.1 0.1 -0.542
Sc -0.240405 0.309232 -0.340421 -0.3 0.4 -0.2 0.718
H -2.774401 0.673547 5.456723 0.0 0.0 0.0 0.118
C 3.760275 -2.566295 0.861054 0.0 0.0 0.0 -0.061
C -0.666449 -0.648786 3.155482 0.0 0.1 0.1 -0.380